No. 1
Entry from the Open Molecules 2025 dataset: a structure of composition C21H32BiBrF3N2OSb at a distorted geometry (ωB97M-V/def2-TZVPD).

## Properties
HOMO ... -14.804 eV
Total charge ... +2
DFT total energy ... -117881.0820 eV
Max |F| ... 1.20 eV/A
Orbital gap ... 8.30 eV

Each line ends with the natural charge from an NBO analysis.
Element x y z (Å)
Bi: -0.851 0.094 1.369  1.258
O: -1.377 -0.176 4.004  -0.753
C: -0.162 -0.090 4.811  -0.110
C: 0.716 0.970 4.253  0.202
C: 1.456 1.750 5.113  -0.215
C: 2.232 2.782 4.594  -0.089
C: 2.257 2.979 3.217  -0.235
C: 1.495 2.151 2.416  0.058
N: 0.733 1.140 2.912  -0.543
H: -2.005 -0.776 4.423  0.515
H: 0.365 -1.059 4.833  0.222
H: -0.411 0.194 5.845  0.222
H: 1.412 1.575 6.184  0.252
H: 2.836 3.382 5.257  0.254
H: 2.832 3.774 2.752  0.255
H: 1.469 2.300 1.344  0.204
C: 1.565 2.906 -1.533  -0.622
C: 2.097 1.487 -1.675  -0.520
C: 3.334 1.248 -0.846  -0.630
Sb: 0.581 0.023 -1.420  1.241
C: -1.015 0.483 -2.774  -0.509
C: -2.074 1.298 -2.072  -0.639
C: -0.618 1.152 -4.087  -0.625
C: 1.350 -1.855 -2.086  -0.483
C: 2.632 -2.282 -1.464  -0.634
C: 1.455 -1.910 -3.592  -0.637
H: 2.389 3.617 -1.671  0.244
H: 1.127 3.072 -0.539  0.189
H: 0.835 3.141 -2.306  0.226
H: 2.336 1.351 -2.747  0.240
H: 3.097 1.178 0.247  0.198
H: 4.005 2.093 -1.009  0.240
H: 3.866 0.328 -1.082  0.234
H: -1.401 -0.515 -3.030  0.231
H: -1.744 2.280 -1.742  0.219
H: -2.555 0.772 -1.245  0.201
H: -2.899 1.525 -2.747  0.245
H: -0.087 2.088 -3.934  0.210
H: -1.522 1.371 -4.639  0.240
H: 0.023 0.529 -4.699  0.227
H: 0.570 -2.551 -1.782  0.224
H: 3.462 -1.740 -1.931  0.214
H: 2.789 -3.332 -1.683  0.243
H: 2.649 -2.151 -0.383  0.221
H: 2.088 -1.108 -3.957  0.211
H: 0.489 -1.874 -4.095  0.219
H: 1.966 -2.833 -3.907  0.250
F: -0.144 -2.511 2.780  -0.323
C: 0.258 -1.889 1.683  0.684
F: 0.064 -2.720 0.631  -0.345
F: 1.582 -1.665 1.817  -0.337
Br: -6.636 -1.097 1.632  0.158
C: -5.077 -1.598 0.682  -0.107
C: -5.118 -2.448 -0.410  -0.147
C: -3.901 -2.794 -1.027  -0.202
C: -2.716 -2.281 -0.543  0.027
N: -2.705 -1.417 0.481  -0.522
C: -3.855 -1.084 1.089  0.003
H: -6.035 -2.837 -0.840  0.263
H: -3.954 -3.475 -1.854  0.252
H: -1.742 -2.584 -0.922  0.216
H: -3.812 -0.382 1.905  0.213

---

No. 2
Entry from the Open Molecules 2025 dataset: a cluster of 4 separate species, C21H32Cl3N2O10PS in total at a distorted geometry (ωB97M-V/def2-TZVPD).

## Properties
HOMO ... -8.550 eV
DFT total energy ... -103432.8954 eV
Max |F| ... 7.08 eV/A
Orbital gap ... 6.31 eV
SMILES ... OP(Cl)c1cc(Cl)c(CCCCl)c2nsnc12.CCOC(=O)OC.CCOC(=O)OC.CCOC(=O)OC

Each line ends with the natural charge from an NBO analysis.
Element x y z (Å)
O: -5.132 2.522 -3.344  -0.978
P: -4.127 1.250 -4.031  1.130
Cl: -5.534 -0.383 -4.294  -0.317
C: -2.813 0.655 -2.740  -0.405
C: -2.203 -0.895 -2.725  -0.172
C: -1.422 -1.516 -1.388  -0.068
Cl: -0.702 -3.225 -1.305  0.014
C: -1.266 -0.511 -0.103  0.036
C: -0.923 -0.935 1.443  -0.477
C: -1.563 -2.375 1.922  -0.434
C: -3.133 -2.621 1.509  -0.374
Cl: -4.165 -2.021 2.957  -0.104
C: -1.423 1.119 -0.409  0.109
N: -0.747 2.214 0.430  -0.559
S: -1.400 3.708 -0.230  0.808
N: -2.436 3.287 -1.614  -0.569
C: -2.279 1.771 -1.651  0.109
H: -4.570 3.373 -3.311  0.517
H: -2.338 -1.535 -3.714  0.267
H: -1.413 -0.102 2.155  0.249
H: 0.246 -0.893 1.583  0.266
H: -1.522 -2.440 3.113  0.243
H: -0.828 -3.211 1.538  0.230
H: -3.453 -2.165 0.480  0.242
H: -3.297 -3.795 1.477  0.232
C: -7.327 8.091 -6.722  -0.641
C: -6.925 8.177 -5.260  -0.069
O: -7.756 7.344 -4.443  -0.498
C: -7.506 6.012 -4.513  0.984
O: -6.644 5.476 -5.195  -0.650
O: -8.395 5.374 -3.714  -0.496
C: -8.311 3.951 -3.782  -0.263
H: -8.391 8.319 -6.843  0.212
H: -6.742 8.788 -7.326  0.216
H: -7.174 7.083 -7.121  0.228
H: -7.067 9.204 -4.908  0.191
H: -5.868 7.929 -5.113  0.191
H: -7.294 3.604 -3.573  0.212
H: -8.644 3.605 -4.763  0.187
H: -8.979 3.535 -3.022  0.195
C: 6.362 -2.217 0.773  -0.643
C: 4.964 -2.606 0.324  -0.070
O: 3.969 -1.798 0.963  -0.502
C: 3.849 -0.530 0.496  0.984
O: 4.502 -0.033 -0.411  -0.640
O: 2.898 0.100 1.226  -0.505
C: 2.750 1.483 0.906  -0.261
H: 6.438 -2.250 1.865  0.220
H: 7.108 -2.889 0.344  0.219
H: 6.609 -1.194 0.471  0.225
H: 4.767 -3.642 0.620  0.192
H: 4.859 -2.556 -0.766  0.192
H: 2.565 1.625 -0.163  0.200
H: 3.639 2.035 1.222  0.189
H: 1.888 1.869 1.458  0.204
C: 8.838 -6.388 5.433  -0.641
C: 7.440 -6.777 4.983  -0.070
O: 6.445 -5.969 5.622  -0.497
C: 6.325 -4.701 5.155  0.985
O: 6.978 -4.204 4.248  -0.650
O: 5.374 -4.071 5.885  -0.495
C: 5.226 -2.687 5.565  -0.258
H: 8.914 -6.421 6.525  0.212
H: 9.584 -7.060 5.003  0.217
H: 9.085 -5.365 5.131  0.227
H: 7.243 -7.812 5.280  0.192
H: 7.334 -6.727 3.894  0.192
H: 5.041 -2.546 4.496  0.198
H: 6.114 -2.136 5.882  0.189
H: 4.363 -2.302 6.118  0.198

---

No. 3
Entry from the Open Molecules 2025 dataset: a structure of composition C21H32CsN5O4S3Si at a distorted geometry (ωB97M-V/def2-TZVPD).

## Properties
HOMO ... -1.818 eV
Total charge ... -2
DFT total energy ... -78871.5894 eV
Max |F| ... 2.39 eV/A
Orbital gap ... 5.47 eV

Each line ends with the Mulliken charge.
Element x y z (Å)
Cs: -0.182 0.329 1.501  1.064
O: 0.464 -0.840 4.311  -0.684
S: 1.678 -0.810 3.462  0.918
O: 2.874 -1.280 4.173  -0.683
O: 1.880 0.602 2.981  -0.840
O: 1.419 -1.625 2.234  -0.763
C: -3.052 -1.228 2.916  -1.532
C: -3.661 0.016 2.304  0.700
C: -4.787 0.614 2.859  -0.493
C: -5.282 1.755 2.220  -0.627
C: -4.653 2.260 1.110  -0.075
C: -3.462 1.634 0.606  0.197
N: -3.037 0.489 1.227  -0.377
N: -2.737 2.086 -0.413  -0.264
Si: -2.890 3.416 -1.404  0.122
C: -1.418 3.454 -2.581  -0.720
C: -4.427 3.442 -2.518  -1.055
C: -2.906 5.106 -0.543  -0.976
H: -3.733 -1.678 3.640  0.351
H: -2.112 -0.995 3.431  0.305
H: -2.821 -1.951 2.133  0.289
H: -5.257 0.208 3.746  0.316
H: -6.171 2.246 2.606  0.355
H: -5.035 3.140 0.605  0.238
H: -1.403 2.541 -3.184  0.278
H: -0.484 3.475 -2.013  -0.026
H: -1.444 4.317 -3.257  0.154
H: -4.423 2.589 -3.202  0.286
H: -4.465 4.360 -3.113  0.303
H: -5.345 3.383 -1.925  0.283
H: -1.997 5.250 0.048  0.262
H: -3.755 5.187 0.142  0.307
H: -2.977 5.921 -1.272  0.309
S: 4.774 -2.813 -2.006  -0.332
C: 3.338 -1.811 -1.974  -0.081
N: 3.149 -1.115 -0.921  -0.284
C: 4.174 -1.335 0.002  -0.255
C: 4.246 -0.739 1.259  -0.512
C: 5.307 -1.074 2.076  -0.518
C: 6.297 -1.967 1.651  -0.390
C: 6.244 -2.557 0.400  -0.448
C: 5.163 -2.233 -0.417  0.745
H: 2.679 -1.795 -2.832  0.415
H: 3.471 -0.071 1.604  0.599
H: 5.322 -0.672 3.081  0.367
H: 7.112 -2.219 2.320  0.334
H: 7.007 -3.252 0.074  0.347
C: 1.568 4.818 -4.554  -1.138
N: 2.246 3.921 -3.632  0.151
C: 2.362 4.460 -2.290  -1.008
C: 2.354 2.581 -3.849  0.117
S: 2.496 1.464 -2.645  -0.148
N: 2.339 2.243 -5.215  0.108
C: 3.469 2.772 -5.975  -1.128
C: 2.103 0.846 -5.530  -0.970
H: 0.633 5.162 -4.101  0.346
H: 1.336 4.308 -5.481  0.386
H: 2.189 5.695 -4.766  0.332
H: 2.808 5.455 -2.352  0.294
H: 2.984 3.812 -1.681  0.400
H: 1.379 4.538 -1.817  0.299
H: 3.676 3.800 -5.691  0.369
H: 3.242 2.744 -7.042  0.356
H: 4.373 2.175 -5.793  0.335
H: 1.206 0.497 -5.026  0.335
H: 2.937 0.204 -5.223  0.358
H: 1.964 0.770 -6.611  0.299

---

No. 4
Entry from the Open Molecules 2025 dataset: a structure of composition C21H32F3NO10SiV at a distorted geometry (ωB97M-V/def2-TZVPD).

## Properties
HOMO ... -18.098 eV
Total charge ... +3
DFT total energy ... -85955.9504 eV
Max |F| ... 3.29 eV/A
Orbital gap ... 4.08 eV

Each line ends with the Mulliken charge.
Element x y z (Å)
V: -0.517 -1.396 1.560  0.581
O: 1.810 -4.433 0.025  -0.360
C: 1.220 -3.446 0.580  0.518
O: 0.096 -3.007 0.288  -0.389
C: 1.957 -2.803 1.711  0.210
C: 3.161 -3.203 2.261  -0.664
C: 3.605 -2.545 3.407  -0.856
C: 2.831 -1.535 3.984  -0.809
C: 1.644 -1.184 3.368  1.068
N: 1.248 -1.802 2.243  1.394
C: 0.623 -0.166 3.789  0.577
O: 0.735 0.563 4.826  -0.364
O: -0.377 -0.045 3.055  -0.267
H: 1.302 -4.898 -0.671  0.477
H: 3.724 -4.014 1.816  0.679
H: 4.544 -2.831 3.866  0.531
H: 3.164 -1.063 4.900  0.407
H: 1.497 0.450 5.417  0.356
C: -1.621 2.855 1.432  -1.269
C: -1.905 2.967 -0.082  1.428
C: -3.393 3.165 -0.310  -1.656
C: -1.086 4.106 -0.672  -1.522
O: -1.532 1.711 -0.688  0.384
Si: -0.250 0.803 -0.924  -1.395
O: -0.289 -0.342 0.402  0.806
O: -0.363 -0.170 -2.184  -0.048
C: -1.399 -0.566 -3.118  1.489
C: -1.847 0.639 -3.929  -1.553
C: -0.819 -1.659 -4.002  -1.646
C: -2.580 -1.138 -2.314  -1.217
O: 1.131 1.580 -0.804  -0.104
C: 2.534 1.310 -1.052  1.593
C: 2.850 -0.123 -0.638  -1.135
C: 2.802 1.541 -2.534  -1.714
C: 3.322 2.310 -0.209  -1.666
H: -1.992 3.743 1.939  0.575
H: -0.541 2.775 1.592  0.152
H: -2.126 1.970 1.828  0.153
H: -3.702 4.125 0.097  0.466
H: -3.985 2.375 0.155  0.332
H: -3.616 3.159 -1.379  0.376
H: -1.412 5.054 -0.249  0.526
H: -1.231 4.142 -1.754  0.380
H: -0.022 3.975 -0.477  0.208
H: -1.000 1.073 -4.465  0.387
H: -2.261 1.409 -3.278  0.149
H: -2.602 0.342 -4.654  0.531
H: 0.088 -1.303 -4.496  0.375
H: -1.538 -1.936 -4.770  0.441
H: -0.570 -2.545 -3.416  0.291
H: -3.026 -0.349 -1.702  0.088
H: -2.211 -1.944 -1.677  0.172
H: -3.333 -1.535 -2.990  0.621
H: 2.332 -0.825 -1.302  0.128
H: 2.512 -0.277 0.395  -0.006
H: 3.921 -0.308 -0.695  0.644
H: 2.217 0.840 -3.134  0.257
H: 3.860 1.408 -2.752  0.511
H: 2.514 2.552 -2.814  0.407
H: 3.066 2.201 0.848  0.310
H: 3.096 3.329 -0.517  0.392
H: 4.391 2.141 -0.336  0.449
F: -2.898 -2.812 0.616  -0.211
C: -3.384 -2.266 1.756  0.715
F: -4.650 -2.409 1.842  -0.174
F: -3.039 -0.918 1.650  -0.244
C: -2.518 -2.858 2.916  0.366
O: -2.898 -3.505 3.814  -0.319
O: -1.262 -2.455 2.610  -0.311

---

No. 5
Entry from the Open Molecules 2025 dataset: a structure of composition C21H32F6FeN5O2 at a distorted geometry (ωB97M-V/def2-TZVPD).

## Properties
HOMO (spin up / spin down) ... -15.555 / -15.552 eV
Total charge ... +2
2S+1 ... 6
DFT total energy ... -84523.8792 eV
Max |F| ... 1.48 eV/A
Expectation value of S² ... 8.761
Orbital gap (spin up / spin down) ... 10.45 / 8.50 eV

Each line ends with the Mulliken spin population.
Element x y z (Å)
Fe: 0.172 0.484 0.363  4.350
C: 0.977 3.337 -0.458  -0.001
C: 0.629 2.627 -1.743  0.004
N: 0.960 1.189 -1.637  0.097
C: 2.391 0.866 -1.787  -0.003
C: 3.075 0.670 -0.461  0.031
C: 4.430 0.428 -0.361  0.000
C: 4.973 0.211 0.897  0.001
C: 4.153 0.253 2.012  0.004
C: 2.805 0.505 1.833  0.027
C: 1.842 0.540 2.992  -0.026
N: 0.446 0.763 2.561  0.121
C: -0.072 2.108 2.901  0.007
C: 0.550 3.115 1.967  0.004
N: 0.150 2.738 0.603  0.092
N: 2.290 0.711 0.619  0.028
H: 0.813 4.412 -0.558  0.001
H: 2.025 3.192 -0.195  0.000
H: 1.113 3.086 -2.608  0.003
H: -0.449 2.693 -1.897  -0.004
H: 0.453 0.717 -2.377  -0.003
H: 2.903 1.644 -2.359  -0.001
H: 2.486 -0.061 -2.355  0.001
H: 5.047 0.405 -1.250  0.001
H: 6.029 0.001 1.005  0.000
H: 4.545 0.076 3.005  0.001
H: 2.139 1.323 3.695  -0.001
H: 1.910 -0.404 3.528  0.000
H: -0.149 0.068 3.003  -0.005
H: 0.118 2.354 3.948  0.001
H: -1.154 2.096 2.754  -0.003
H: 1.639 3.084 2.025  -0.001
H: 0.242 4.129 2.229  0.002
H: -0.820 3.004 0.456  -0.010
O: -1.683 0.905 -0.234  0.058
C: -2.594 0.807 -1.088  -0.001
C: -4.020 1.026 -0.738  0.005
C: -4.645 -0.396 -0.632  0.000
C: -4.434 -1.347 -1.824  -0.001
C: -3.029 -1.968 -1.951  0.000
C: -1.926 -1.032 -2.495  0.007
N: -2.355 0.386 -2.350  0.006
H: -4.524 1.593 -1.523  0.001
H: -4.120 1.556 0.206  0.000
H: -5.716 -0.247 -0.498  0.000
H: -4.274 -0.874 0.278  0.000
H: -4.746 -0.871 -2.759  0.000
H: -5.128 -2.176 -1.680  0.000
H: -3.094 -2.842 -2.599  0.000
H: -2.741 -2.320 -0.961  0.002
H: -1.733 -1.199 -3.552  0.000
H: -1.000 -1.184 -1.943  -0.008
H: -3.160 0.548 -2.940  0.000
C: 0.247 -3.448 -0.899  0.011
C: 0.402 -2.649 0.388  -0.034
O: 0.268 -1.281 0.173  0.185
C: 1.806 -2.944 0.965  0.013
F: 2.031 -2.280 2.114  0.002
F: 1.988 -4.236 1.200  0.002
F: 2.739 -2.533 0.084  0.003
C: -0.697 -3.042 1.405  0.028
F: -0.686 -4.332 1.695  0.002
F: -1.903 -2.730 0.894  0.000
F: -0.576 -2.341 2.553  0.001
H: 0.982 -3.100 -1.623  0.000
H: -0.750 -3.308 -1.306  -0.002
H: 0.409 -4.507 -0.713  0.003

---

No. 6
Entry from the Open Molecules 2025 dataset: a structure of composition C21H32F6NO3OsP2 at a distorted geometry (ωB97M-V/def2-TZVPD).

## Properties
HOMO (spin up / spin down) ... -7.697 / -12.322 eV
Total charge ... +1
2S+1 ... 5
DFT total energy ... -67268.9799 eV
Max |F| ... 4.92 eV/A
Expectation value of S² ... 6.051
Orbital gap (spin up / spin down) ... 4.37 / 5.80 eV

Each line ends with the natural charge from an NBO analysis.
Element x y z (Å)
C: -0.611 3.982 -1.816  -0.185
C: -0.750 2.630 -1.406  0.122
N: 0.194 2.109 -0.518  -0.617
C: 1.143 2.902 0.018  0.103
C: 1.246 4.244 -0.333  -0.143
C: 0.385 4.777 -1.291  -0.315
C: -1.769 1.776 -1.851  -0.518
P: -1.904 0.149 -1.144  1.129
Os: 0.141 0.028 -0.090  0.595
P: 2.270 0.459 0.666  1.112
C: 2.111 2.271 1.004  -0.738
C: 0.197 -2.045 0.056  -0.238
C: -0.882 -2.731 0.612  -0.196
C: -0.850 -4.122 0.720  -0.196
C: 0.260 -4.841 0.265  -0.130
C: 1.339 -4.152 -0.300  -0.226
C: 1.307 -2.761 -0.414  -0.164
O: -0.233 1.362 -7.136  -0.927
O: 1.645 -3.643 -5.199  -0.927
H: -1.333 4.347 -2.544  0.221
H: 2.031 4.827 0.142  0.226
H: 0.506 5.808 -1.614  0.230
C: -3.397 0.134 -0.111  -0.943
C: -2.254 -1.093 -2.421  -0.943
H: 3.106 2.729 0.912  0.249
H: 1.770 2.420 2.042  0.254
H: -0.862 1.957 -6.766  0.466
H: -2.496 2.161 -2.566  0.244
C: 2.923 -0.328 2.155  -0.955
C: 3.664 0.417 -0.505  -0.950
H: -1.744 -2.176 0.983  0.238
H: -1.700 -4.637 1.170  0.237
H: 0.282 -5.927 0.352  0.238
H: 2.214 -4.698 -0.657  0.236
H: 2.135 -2.225 -0.883  0.191
H: 0.396 -0.161 -1.660  0.130
H: 1.146 -3.212 -4.484  0.456
H: 1.303 -3.263 -5.990  0.472
H: 0.443 1.253 -6.445  0.462
H: 1.193 -0.123 -1.399  0.185
H: -4.286 0.251 -0.745  0.252
H: -3.457 -0.812 0.437  0.260
H: -3.351 0.958 0.610  0.282
H: -3.127 -0.777 -3.007  0.261
H: -1.385 -1.204 -3.081  0.242
H: -2.461 -2.055 -1.932  0.265
H: 4.489 1.031 -0.115  0.264
H: 4.004 -0.620 -0.626  0.253
H: 3.344 0.812 -1.476  0.250
H: 3.770 0.243 2.565  0.260
H: 2.143 -0.434 2.913  0.278
H: 3.264 -1.335 1.884  0.261
C: -0.297 1.362 3.721  -0.650
C: -1.134 0.216 3.170  0.144
O: -1.064 0.009 1.837  -0.778
C: -0.777 -1.127 3.948  0.955
F: -0.657 -0.921 5.289  -0.316
F: -1.668 -2.127 3.752  -0.314
F: 0.430 -1.595 3.505  -0.343
C: -2.660 0.551 3.497  0.958
F: -2.871 0.745 4.831  -0.318
F: -2.996 1.714 2.858  -0.333
F: -3.522 -0.403 3.070  -0.319
H: 0.768 1.131 3.607  0.207
H: -0.533 1.510 4.779  0.256
H: -0.533 2.272 3.158  0.239